1.
This record from the Open Molecules 2025 dataset describes a molecular structure, C39H91N11O13Pt at a distorted geometry. The level of theory is wB97M-V/def2-TZVPD.

Output
2S+1: 3
LUMO energy (spin up / spin down): 0.00609 / 0.00608 hartree
ΔE to the lowest compared entry with this formula, charge and spin: 62.51 kcal per mole
<S²>: 2.005
F_max: 2.8 eV/A
HOMO level (spin up / spin down): -6.8 / -7.2 eV

Last column: Mulliken spin population.
Positions of all 155 atoms, in Å:
Pt  -0.94  3.06  2.12  1.563
C  2.19  5.04  0.22  0.008
C  2.03  3.86  1.15  -0.033
C  3.39  3.43  1.72  0.025
O  1.00  3.93  2.09  0.163
H  1.20  5.39  -0.06  0.000
H  2.66  4.81  -0.74  -0.001
H  2.81  5.85  0.62  0.001
H  1.66  3.03  0.52  0.000
H  4.22  3.41  1.01  -0.001
H  3.43  2.44  2.17  -0.003
H  3.76  4.11  2.50  -0.001
C  0.05  0.24  -1.02  0.004
C  -0.69  0.06  0.33  0.011
C  0.23  -0.78  1.24  -0.014
O  -1.08  1.26  0.88  0.115
H  1.06  0.60  -0.83  0.004
H  -0.47  1.03  -1.57  -0.002
H  0.03  -0.70  -1.57  0.011
H  -1.62  -0.51  0.17  0.002
H  1.19  -0.27  1.25  -0.003
H  0.25  -1.76  0.75  0.000
H  -0.32  -0.95  2.17  0.004
C  2.75  -4.64  -2.70  0.000
O  2.94  -5.65  -3.35  0.000
N  3.65  -4.01  -1.93  0.000
C  3.49  -2.64  -1.45  0.000
C  5.01  -4.56  -1.79  0.000
H  1.74  -4.20  -2.60  0.000
H  3.42  -2.72  -0.36  0.000
H  2.63  -2.10  -1.85  0.000
H  4.40  -2.09  -1.65  0.000
H  5.21  -4.42  -0.72  0.000
H  5.09  -5.62  -2.00  0.000
H  5.67  -3.95  -2.40  0.000
C  -1.54  1.66  -4.28  0.001
O  -2.47  2.29  -4.75  0.000
N  -0.84  0.70  -4.95  0.000
C  -1.41  0.04  -6.10  0.000
C  0.52  0.41  -4.60  0.001
H  -1.15  1.89  -3.28  0.000
H  -0.72  0.16  -6.95  0.000
H  -2.36  0.44  -6.44  0.000
H  -1.46  -1.04  -5.92  0.000
H  1.19  0.83  -5.36  0.000
H  0.83  0.79  -3.63  -0.001
H  0.69  -0.67  -4.63  0.000
C  1.85  3.27  -2.75  -0.002
O  0.94  3.61  -3.47  0.000
N  3.18  3.39  -3.01  0.000
C  4.17  2.95  -2.03  0.000
C  3.80  3.87  -4.24  0.000
H  1.77  2.82  -1.74  0.004
H  4.48  3.70  -1.31  0.000
H  5.03  2.50  -2.52  0.000
H  3.72  2.16  -1.43  0.001
H  4.45  4.71  -4.01  0.000
H  4.45  3.09  -4.64  0.000
H  3.03  4.16  -4.95  0.000
C  6.10  -1.84  3.57  0.000
O  5.65  -1.58  4.67  0.000
N  5.53  -1.39  2.42  0.000
C  5.96  -1.89  1.13  -0.001
C  4.31  -0.62  2.41  -0.001
H  7.03  -2.39  3.39  0.000
H  6.61  -2.77  1.09  0.000
H  6.56  -1.18  0.56  0.000
H  5.09  -2.21  0.57  0.001
H  4.40  0.24  1.74  0.000
H  3.50  -1.23  1.98  0.000
H  3.87  -0.40  3.37  0.000
C  -1.92  4.14  -0.84  0.005
O  -1.66  4.11  0.35  0.041
N  -1.68  5.21  -1.62  0.003
C  -2.02  5.10  -3.03  0.002
C  -1.03  6.43  -1.21  -0.001
H  -2.36  3.30  -1.38  0.006
H  -2.78  4.35  -3.20  0.000
H  -1.13  4.80  -3.59  0.001
H  -2.37  6.03  -3.49  0.000
H  -0.26  6.66  -1.95  0.000
H  -1.74  7.27  -1.18  0.000
H  -0.59  6.35  -0.22  -0.001
C  -5.52  2.34  -1.68  0.000
O  -4.91  3.39  -1.73  0.000
N  -4.99  1.11  -1.48  0.000
C  -3.59  0.89  -1.15  0.007
C  -5.86  -0.04  -1.27  0.000
H  -6.61  2.26  -1.84  0.000
H  -3.37  -0.04  -0.64  -0.002
H  -3.32  1.67  -0.43  -0.008
H  -2.97  0.99  -2.04  0.001
H  -5.36  -0.90  -1.73  0.000
H  -6.07  -0.07  -0.20  0.000
H  -6.76  -0.02  -1.89  0.000
C  -4.15  2.09  2.76  0.004
O  -3.02  2.52  2.64  0.037
N  -5.23  2.72  2.28  0.002
C  -6.54  2.15  2.13  0.001
C  -5.11  4.06  1.73  -0.003
H  -4.34  1.06  3.10  -0.001
H  -6.58  1.08  2.37  0.000
H  -6.82  2.11  1.07  0.000
H  -7.35  2.65  2.67  0.000
H  -4.23  4.64  1.98  0.001
H  -5.27  4.05  0.65  0.000
H  -5.84  4.76  2.15  0.000
C  0.37  1.23  4.36  0.036
O  -0.48  2.07  4.10  0.003
N  0.09  -0.03  4.74  0.006
C  -1.25  -0.57  4.82  0.000
C  1.14  -0.95  5.12  -0.002
H  1.46  1.38  4.38  0.008
H  -1.41  -1.38  4.10  0.000
H  -1.93  0.22  4.50  0.000
H  -1.55  -0.95  5.80  0.001
H  0.95  -1.34  6.12  0.000
H  1.15  -1.87  4.52  0.002
H  2.12  -0.50  5.02  0.000
C  -0.63  -4.19  -0.80  0.000
O  0.55  -4.36  -1.07  0.000
N  -1.34  -3.20  -1.38  0.000
C  -2.75  -3.07  -1.13  -0.001
C  -0.77  -2.19  -2.26  0.006
H  -1.22  -4.79  -0.10  0.000
H  -2.99  -2.08  -0.74  0.001
H  -3.10  -3.87  -0.47  0.000
H  -3.34  -3.23  -2.04  0.000
H  -1.09  -1.23  -1.86  -0.001
H  0.31  -2.25  -2.33  -0.001
H  -1.10  -2.35  -3.28  0.000
C  3.58  -6.18  1.31  0.000
O  4.75  -5.83  1.30  0.000
N  2.56  -5.46  1.82  0.000
C  1.16  -5.81  1.55  0.000
C  2.71  -4.11  2.30  0.001
H  3.27  -7.19  1.02  0.000
H  0.64  -5.96  2.50  0.000
H  1.15  -6.77  1.05  0.000
H  0.63  -5.06  0.96  0.000
H  2.30  -3.41  1.57  0.000
H  2.20  -4.02  3.26  0.000
H  3.76  -3.86  2.45  0.000
C  -3.42  -1.60  1.90  -0.001
O  -4.54  -1.12  1.79  0.000
N  -3.13  -2.88  2.22  0.000
C  -1.76  -3.35  2.41  0.003
C  -4.18  -3.79  2.62  0.000
H  -2.53  -0.95  1.89  -0.006
H  -0.97  -2.79  1.92  -0.002
H  -1.70  -4.35  1.97  0.000
H  -1.65  -3.49  3.49  0.000
H  -4.07  -4.70  2.04  0.000
H  -4.16  -4.05  3.69  0.000
H  -5.20  -3.43  2.54  0.000

2.
This record from the Open Molecules 2025 dataset describes a molecular structure, C22H57ClO5PdSbSi4Te. The level of theory is wB97M-V/def2-TZVPD.

Output
2S+1: 5
LUMO energy (spin up / spin down): -0.07139 / -0.22358 hartree
ΔE to the lowest compared entry with this formula, charge and spin: 14.13 kcal per mole
<S²>: 6.021
F_max: 0.7 eV/A
HOMO level (spin up / spin down): -10.6 / -11.5 eV
Charge: +1

Last column: Mulliken spin population.
Positions of all 92 atoms, in Å:
Pd  -2.14  0.95  -0.72  1.145
O  -3.68  4.50  0.62  0.004
Cl  -3.16  3.22  0.37  0.003
O  -4.17  2.30  -0.14  0.025
O  -2.56  2.62  1.54  0.005
O  -2.12  3.27  -0.69  0.037
C  1.08  -2.55  3.63  0.003
Si  0.82  -0.78  4.16  0.054
C  -0.98  -0.43  4.54  -0.009
C  1.93  -0.32  5.61  0.014
Si  1.54  0.67  2.42  0.350
Te  0.06  0.15  0.44  0.784
Si  1.18  3.01  2.73  0.096
C  -0.27  3.25  3.89  0.001
C  0.98  3.89  1.10  0.037
C  2.78  3.49  3.60  0.026
Si  3.67  0.17  1.47  0.088
C  4.91  0.15  2.88  0.014
C  4.10  1.51  0.23  0.014
C  3.63  -1.51  0.63  0.029
H  0.72  -3.23  4.41  0.000
H  2.14  -2.77  3.46  0.003
H  0.54  -2.78  2.71  0.001
H  -1.40  -1.28  5.08  0.000
H  -1.58  -0.28  3.64  0.022
H  -1.10  0.45  5.17  0.002
H  1.81  -1.06  6.40  0.003
H  1.66  0.65  6.03  -0.001
H  2.99  -0.29  5.34  -0.004
H  -1.21  2.91  3.44  0.002
H  -0.38  4.31  4.11  0.003
H  -0.12  2.73  4.83  0.000
H  0.04  3.62  0.61  -0.022
H  1.81  3.67  0.43  0.002
H  0.97  4.97  1.26  0.000
H  3.01  2.83  4.45  -0.001
H  2.69  4.50  3.99  0.005
H  3.64  3.47  2.92  -0.003
H  4.89  1.06  3.47  -0.001
H  5.92  0.04  2.47  0.003
H  4.74  -0.70  3.55  -0.001
H  4.38  2.44  0.72  0.004
H  3.28  1.74  -0.46  -0.001
H  4.95  1.19  -0.38  0.002
H  3.84  -2.31  1.34  0.005
H  4.40  -1.55  -0.15  0.003
H  2.67  -1.74  0.15  0.004
C  2.23  -0.05  -3.20  -0.029
C  0.95  0.43  -3.86  0.062
C  0.97  0.19  -5.37  0.020
Sb  -0.78  -0.42  -2.86  0.710
C  -0.79  -2.56  -3.11  0.032
C  -0.38  -3.02  -4.50  0.009
C  0.05  -3.22  -2.03  0.047
C  -2.48  0.37  -3.93  0.049
C  -2.86  -0.47  -5.15  0.024
C  -2.26  1.84  -4.25  -0.001
H  3.09  0.46  -3.64  0.000
H  2.38  -1.12  -3.34  0.004
H  2.25  0.15  -2.13  0.057
H  0.81  1.50  -3.67  -0.011
H  1.15  -0.86  -5.61  -0.001
H  1.78  0.77  -5.81  0.010
H  0.04  0.49  -5.86  -0.002
H  -1.85  -2.78  -2.93  -0.007
H  0.70  -2.88  -4.66  0.000
H  -0.91  -2.52  -5.31  -0.004
H  -0.57  -4.09  -4.59  0.006
H  1.11  -3.01  -2.18  0.005
H  -0.08  -4.30  -2.07  -0.001
H  -0.24  -2.88  -1.03  -0.004
H  -3.29  0.29  -3.19  -0.006
H  -2.10  -0.42  -5.92  -0.003
H  -3.79  -0.07  -5.58  0.007
H  -3.04  -1.51  -4.90  -0.001
H  -1.48  1.98  -5.00  0.000
H  -2.01  2.43  -3.37  -0.001
H  -3.19  2.26  -4.67  0.001
C  -2.90  -3.26  0.26  0.005
C  -3.17  -1.77  0.26  -0.118
C  -3.17  -1.22  1.69  0.078
C  -4.49  -1.45  -0.43  0.030
O  -2.13  -1.14  -0.48  0.314
H  -3.67  -3.81  0.82  0.000
H  -1.93  -3.47  0.74  0.004
H  -2.87  -3.65  -0.75  -0.001
H  -3.99  -1.63  2.27  -0.003
H  -3.27  -0.13  1.68  -0.002
H  -2.23  -1.48  2.18  -0.027
H  -5.33  -1.95  0.06  0.005
H  -4.47  -1.79  -1.47  -0.006
H  -4.70  -0.38  -0.42  -0.002

3.
This record from the Open Molecules 2025 dataset describes 2 unconnected molecules or ions with the total composition C4H9NOS at a distorted geometry. The level of theory is wB97M-V/def2-TZVPD.

Output
LUMO energy (spin up / spin down): 0.01286 / -0.00123 hartree
ΔE to the lowest compared entry with this formula, charge and spin: 106.26 kcal per mole
F_max: 2.5 eV/A
HOMO level (spin up / spin down): -7.8 / -7.8 eV

Last column: Löwdin charge in e.
Positions of all 16 atoms, in Å:
C  2.40  1.04  0.74  -0.183
C  2.52  0.62  -0.67  -0.185
C  -2.32  -0.68  0.41  -0.201
C  -1.39  -0.80  -0.74  -0.130
N  1.32  0.35  0.07  -0.364
O  1.66  -2.15  -0.44  -0.555
S  0.87  -1.28  0.43  0.925
H  2.98  0.52  1.50  0.101
H  2.19  2.08  0.97  0.099
H  2.42  1.35  -1.46  0.102
H  3.16  -0.22  -0.91  0.096
H  -2.16  0.26  0.94  0.068
H  -3.36  -0.70  0.05  0.073
H  -2.20  -1.51  1.10  0.062
H  -1.09  0.08  -1.27  0.043
H  -1.43  -1.71  -1.32  0.049